ORCA calculation (the ωB97M-V functional and the def2-TZVPD basis) on one molecule with the formula C3H6N2OS.

Each atom is followed by the atoms it is bonded to, with distances in Å.
Geometry (Å):
1 H 1.8971 1.3383 -0.6241  N2 0.996
2 N 1.0639 0.8190 -0.7935  H1 0.996, C3 1.279
3 C 1.1266 -0.3467 -0.2711  N2 1.279, N4 1.379, S5 1.788
4 N 2.2154 -0.9079 0.3625  C3 1.379, H9 1.014, H10 0.997
5 S -0.2496 -1.4862 -0.3465  C3 1.788, C6 1.811
6 C -1.7681 -0.5258 -0.1164  S5 1.811, C7 1.490, O8 1.204
7 C -1.7190 0.9170 0.2546  C6 1.490, H11 1.103, H12 1.105, H13 1.099
8 O -2.7794 -1.1613 -0.2677  C6 1.204
9 H 2.1488 -1.8871 0.6184  N4 1.014
10 H 3.1366 -0.6080 0.1272  N4 0.997
11 H -1.2051 1.4930 -0.5337  C7 1.103
12 H -1.1270 1.0663 1.1755  C7 1.105
13 H -2.7403 1.2895 0.4148  C7 1.099

Results
energy relative to the best compared isomer or geometry (same formula, charge and spin): 98.3 kJ/mol
E_LUMO: 0.6 eV
HOMO energy: -9.60 eV
energy: -700.85177 Eh